1.
Below is a 2-piece molecular cluster, C3H9NS overall, with properties calculated with the ωB97M-V functional and the def2-TZVPD basis.

Each line ends with the Mulliken charge.
Cartesian coordinates (Å):
S1 -1.205 -1.484 -0.637  -0.08
N1 2.807 1.288 0.138  -0.49
C1 -1.013 0.030 -1.613  -0.75
C2 2.666 0.173 0.795  -0.21
C3 -1.985 -0.705 0.838  -0.77
H1 -1.558 0.917 -1.186  0.26
H2 -2.055 -1.419 1.662  0.30
H3 2.343 2.080 0.628  0.24
H4 0.059 0.291 -1.699  0.24
H5 -1.200 0.019 1.106  0.23
H6 2.434 0.057 1.898  0.25
H7 2.838 -0.841 0.197  0.21
H8 -2.938 -0.174 0.539  0.27
H9 -1.190 -0.232 -2.664  0.30

Values from the calculation:
E, eV: -15580.4809
Structure (SMILES): C=N.CSC
Lowest unoccupied orbital energy, eV: 0.89
Strongest force on any atom, eV/Å: 2.8


2.
Below is one molecule with the formula C14H19N5O3S, with properties calculated with the ωB97M-V functional and the def2-TZVPD basis.

Each line ends with the Mulliken charge.
Cartesian coordinates (Å):
S1 2.815 1.348 -0.080  1.17
O1 -3.879 2.259 1.275  -0.60
O2 3.393 2.509 0.518  -0.70
O3 3.398 0.829 -1.284  -0.72
N1 2.879 0.116 1.083  -0.25
N2 -0.123 -2.110 -0.212  0.42
N3 2.148 -1.527 -0.366  -0.02
N4 1.005 -1.118 1.642  -0.53
N5 -3.081 1.348 -0.660  -0.16
C1 0.006 -2.063 1.237  -0.72
C2 -0.904 0.959 -1.555  -0.66
C3 0.471 0.995 -1.453  -0.41
C4 1.944 -0.888 0.815  0.01
C5 -1.961 -4.927 0.563  -0.79
C6 -1.097 1.980 0.624  -0.56
C7 1.146 -2.469 -0.808  -0.81
C8 -1.209 -4.353 -0.357  -0.12
C9 -1.258 -2.885 -0.685  -0.92
C10 -4.073 1.744 0.202  0.79
C11 0.281 2.012 0.718  -0.86
C12 1.054 1.518 -0.315  0.16
C13 -5.452 1.461 -0.355  -1.31
C14 -1.700 1.438 -0.511  0.79
H1 -1.368 0.546 -2.439  0.32
H2 -2.688 -4.367 1.128  0.26
H3 1.052 -2.426 -1.898  0.39
H4 1.474 -3.489 -0.522  0.27
H5 -6.199 1.779 0.367  0.36
H6 -1.890 -5.978 0.786  0.28
H7 0.765 2.419 1.591  0.37
H8 0.233 -3.056 1.671  0.27
H9 2.760 -1.072 -1.028  0.42
H10 -1.305 -2.752 -1.771  0.42
H11 -1.711 2.356 1.425  0.53
H12 2.776 0.480 2.020  0.42
H13 -0.944 -1.718 1.654  0.38
H14 -2.150 -2.437 -0.238  0.36
H15 -0.484 -4.934 -0.912  0.30
H16 -3.381 0.927 -1.529  0.21
H17 -5.600 2.006 -1.285  0.33
H18 1.104 0.625 -2.244  0.58
H19 -5.571 0.397 -0.548  0.33

Values from the calculation:
E, eV: -39253.9716
Structure (SMILES): C=CCN1CN=C(NS(=O)(=O)c2ccc(NC(C)=O)cc2)NC1
Lowest unoccupied orbital energy, eV: 0.32
Strongest force on any atom, eV/Å: 1.2


3.
Below is a 2-piece molecular cluster, C3H10NO2 overall, with properties calculated with the ωB97M-V functional and the def2-TZVPD basis.

Each line ends with the Mulliken charge.
Cartesian coordinates (Å):
O1 1.952 -0.647 0.716  -0.61
O2 0.724 0.647 -1.816  -0.40
N1 -0.444 -1.058 -0.513  -0.45
C1 -0.297 1.086 -1.378  0.00
C2 -0.640 0.863 1.155  -1.26
C3 -0.953 0.325 -0.275  0.22
H1 0.431 1.235 1.185  0.28
H2 -0.613 0.080 1.906  0.37
H3 -1.257 1.709 1.416  0.38
H4 -0.529 -1.372 -1.524  0.44
H5 -0.907 -1.927 0.069  0.42
H6 0.604 -1.158 -0.361  0.25
H7 -1.993 0.095 -0.380  0.46
H8 -1.071 1.730 -1.899  0.32
H9 2.553 -1.220 0.204  0.29
H10 2.440 -0.386 1.494  0.29

Values from the calculation:
E, eV: -8850.4170
Lowest unoccupied orbital energy, eV: -3.67
Strongest force on any atom, eV/Å: 5.2
Total charge: +1


4.
Below is a 2-piece molecular cluster, C5H12N2S overall, with properties calculated with the ωB97M-V functional and the def2-TZVPD basis.

Each line ends with the Mulliken charge.
Cartesian coordinates (Å):
S1 -0.283 0.008 0.740  -0.43
N1 1.501 0.378 -1.554  -0.53
N2 -1.509 -2.334 2.392  -0.61
C1 -0.361 -0.062 2.543  -0.50
C2 0.778 0.624 -3.006  -0.10
C3 0.543 1.403 -1.637  -0.38
C4 -1.511 -0.973 2.969  -0.56
C5 1.406 1.267 -4.081  -0.59
H1 1.068 -0.468 -1.180  0.26
H2 -0.491 0.940 2.960  0.31
H3 2.460 1.103 -4.272  0.30
H4 0.600 -0.396 2.948  0.28
H5 0.876 2.423 -1.802  0.32
H6 0.121 -0.238 -3.019  0.43
H7 0.874 2.103 -4.526  0.30
H8 -1.278 -2.221 1.407  0.22
H9 -2.449 -0.530 2.623  0.27
H10 -0.530 1.347 -1.479  0.40
H11 -0.701 -2.829 2.772  0.25
H12 -1.576 -1.056 4.058  0.36

Values from the calculation:
E, eV: -19187.7016
Lowest unoccupied orbital energy, eV: -3.40
Strongest force on any atom, eV/Å: 3.5


5.
Below is a 2-piece molecular cluster, C4H15N2O overall, with properties calculated with the ωB97M-V functional and the def2-TZVPD basis.

Each line ends with the Mulliken charge.
Cartesian coordinates (Å):
O1 -0.546 2.929 -1.406  -0.63
N1 -0.081 -0.539 0.912  0.02
N2 -0.569 -1.347 -1.523  -0.59
C1 0.426 -0.300 -1.483  -0.07
C2 0.486 -1.387 2.027  -0.89
C3 0.981 -0.326 -0.075  -0.70
C4 -0.677 0.734 1.161  -0.82
H1 -0.777 1.297 0.257  0.29
H2 1.464 -1.034 2.466  0.32
H3 -1.604 0.711 1.760  0.34
H4 1.531 0.606 0.167  0.29
H5 1.679 -1.169 0.054  0.38
H6 -0.803 -1.128 0.456  0.45
H7 -1.129 -1.320 -2.443  0.27
H8 -0.535 3.845 -1.152  0.30
H9 -0.277 -1.443 2.795  0.37
H10 -1.314 2.901 -1.974  0.31
H11 -0.085 0.638 -1.601  0.05
H12 1.251 -0.346 -2.227  0.36
H13 0.086 1.284 1.754  0.36
H14 -0.099 -2.258 -1.451  0.20
H15 0.596 -2.348 1.525  0.40

Values from the calculation:
E, eV: -9412.3872
Lowest unoccupied orbital energy, eV: -2.61
Strongest force on any atom, eV/Å: 3.5
Total charge: +1


6.
Below is C22H45CoN2P3S as an isolated structure, with properties calculated with the ωB97M-V functional and the def2-TZVPD basis.

Each line ends with the Mulliken charge.
Cartesian coordinates (Å):
Co1 1.135 -0.088 1.222  -0.23
S1 -0.710 -0.225 -0.331  0.30
P1 0.664 1.555 2.404  0.60
P2 3.115 0.107 0.528  0.93
P3 0.987 -1.794 2.382  0.75
N1 -3.163 1.253 1.269  -0.23
N2 -3.222 1.462 -0.080  0.10
C1 -0.761 -2.221 2.687  -1.33
C2 -0.990 -0.806 -2.986  -1.23
C3 -0.974 -0.467 -4.333  -0.08
C4 -4.081 0.612 -0.710  0.72
C5 -4.200 0.546 -2.174  -0.82
C6 1.663 -1.636 4.072  -1.21
C7 -0.219 1.450 -2.443  -0.61
C8 -0.680 0.187 -2.062  0.29
C9 0.170 3.053 1.494  -1.06
C10 -4.070 0.282 1.513  0.58
C11 -4.415 -0.216 2.871  -1.05
C12 -4.668 -0.145 0.306  -0.83
C13 -0.549 0.808 -4.755  -0.41
C14 0.134 -2.438 -6.676  -0.45
C15 -0.824 1.319 3.420  -0.73
C16 3.393 -0.797 -1.040  -1.34
C17 0.085 -1.151 -7.034  -0.61
C18 4.583 -0.343 1.535  -1.21
C19 3.425 1.816 -0.065  -1.15
C20 -0.121 1.758 -3.809  -0.94
C21 1.982 2.122 3.545  -1.17
C22 1.688 -3.330 1.719  -1.26
H1 2.877 2.421 2.980  0.30
H2 2.267 1.296 4.211  0.33
H3 0.262 2.734 -4.127  0.44
H4 -0.526 1.071 -5.826  0.36
H5 4.706 -1.433 1.561  0.37
H6 4.465 0.012 2.565  0.35
H7 0.760 -0.396 -0.434  0.39
H8 1.045 -0.977 4.690  0.34
H9 -1.341 -2.146 1.762  0.36
H10 -4.386 1.555 -2.566  0.38
H11 -0.791 -2.947 -6.375  0.26
H12 -5.222 -0.962 2.800  0.38
H13 0.945 -0.593 -7.413  0.24
H14 -2.664 2.224 -0.503  0.27
H15 1.401 -4.173 2.352  0.53
H16 -1.705 1.419 2.761  0.00
H17 0.822 3.230 0.630  0.29
H18 1.704 -2.618 4.553  0.49
H19 5.507 0.095 1.135  0.49
H20 -0.876 -0.630 -7.002  0.39
H21 1.042 -3.047 -6.744  0.29
H22 -5.053 -0.105 -2.437  0.41
H23 0.213 3.919 2.168  0.52
H24 -3.273 0.165 -2.645  0.09
H25 -1.213 -1.558 3.433  0.34
H26 3.388 -1.875 -0.853  0.38
H27 -0.861 2.938 1.132  0.19
H28 1.288 -3.512 0.717  0.40
H29 -4.755 0.595 3.533  0.36
H30 -3.562 -0.728 3.342  0.15
H31 -0.849 2.113 4.178  0.53
H32 -5.450 -0.883 0.249  0.44
H33 -1.237 -1.229 -5.054  0.64
H34 2.676 -1.227 4.051  0.33
H35 3.364 2.532 0.760  0.33
H36 -1.207 -1.798 -2.616  0.48
H37 1.628 2.970 4.150  0.53
H38 0.049 2.143 -1.656  0.51
H39 2.669 2.074 -0.821  0.23
H40 -0.844 0.330 3.896  0.29
H41 4.424 1.884 -0.512  0.54
H42 4.363 -0.504 -1.455  0.49
H43 2.604 -0.531 -1.757  0.43
H44 2.779 -3.270 1.661  0.35
H45 -0.812 -3.251 3.057  0.49

Values from the calculation:
E, eV: -102824.2665
Spin multiplicity: 5
Lowest unoccupied orbital energy (alpha / beta), eV: -8.21 / -12.55
Strongest force on any atom, eV/Å: 4.0
Total charge: +3
Expectation value of S²: 6.04


Among the records above, which one has the highest strongest force on any atom? C3H10NO2


Number 6 is which compound? C22H45CoN2P3S


What is the E in the fourth record? -19187.7016 eV


The lowest strongest force on any atom belongs to which entry? C14H19N5O3S